131
Properties=species:S:1:pos:R:3:forces:R:3 method="wB97M-V/def2-TZVPD" e_tot_ha=-6868.91292 orbital_gap_ev=7.32 e_lumo_ha=-0.030 max_force_ev_per_a=2.525
C -4.377154 3.200714 1.852230 -0.320 -0.662 -0.257
C -4.456343 2.089563 1.088927 0.117 0.649 -0.441
C -4.112761 2.205472 -0.429747 -1.086 0.075 1.243
C -2.994961 3.224819 -0.573654 -0.966 -1.391 -0.114
C -1.782447 2.898401 -0.016818 0.015 -0.147 -0.026
F -1.643475 1.701055 0.587590 -0.273 0.098 0.120
C -0.709555 3.730617 -0.066531 0.685 -0.422 0.412
C -0.838599 4.947560 -0.685012 0.845 2.284 -0.666
P 0.748278 5.946542 -0.646212 1.095 -1.126 0.765
N 0.368685 7.538099 -0.160223 -0.623 -0.753 -0.796
O 1.274388 5.966393 -2.244339 -0.733 0.071 0.453
C -2.030047 5.334047 -1.271108 -0.666 -0.013 -0.042
C -3.099875 4.436466 -1.210141 -0.720 0.776 -0.655
C -4.371598 4.860514 -1.883769 -0.599 0.190 -0.525
O -5.151807 4.113291 -2.451201 0.629 0.285 0.607
C -4.656645 6.346560 -1.873562 0.622 -1.682 0.225
C -5.967066 6.739340 -1.843350 -0.872 0.245 -0.154
C -6.261239 8.085353 -1.868848 -0.781 -0.398 0.080
C -5.239024 8.995119 -1.905288 0.062 0.949 0.090
C -3.909577 8.609275 -1.948288 1.227 0.232 -0.625
B -2.814060 9.756718 -2.022251 -0.100 0.698 0.270
N -2.963881 10.846175 -1.077715 0.419 -1.218 -0.062
O -1.788490 9.813281 -2.935790 -0.214 -0.164 0.504
C -3.604780 7.244289 -1.929975 0.107 0.190 -0.128
C -2.215989 6.658968 -1.999586 0.565 -0.336 -0.118
O -1.280397 7.147159 -2.603419 -0.933 -0.150 0.590
H -3.822238 3.210258 2.788067 -1.420 -0.091 0.669
H -4.866437 4.090475 1.450463 1.485 0.534 -0.233
H -4.727603 1.119870 1.504678 1.333 -0.211 0.049
H -3.718994 1.220238 -0.693292 -0.291 0.122 -0.324
H -4.999860 2.470888 -1.003448 0.309 -0.245 -0.324
H 0.230809 3.413250 0.377083 -0.036 0.200 0.009
H -0.503799 7.896021 -0.535047 0.308 0.358 -0.165
H 1.153587 8.136379 -0.392507 -0.140 0.157 0.161
H 1.619521 5.069112 -2.364495 0.229 0.209 -0.170
H -6.785752 6.029435 -1.817011 0.287 -0.188 -0.036
H -7.306472 8.376284 -1.865689 0.156 0.219 0.047
H -5.460624 10.059086 -1.901809 -0.034 -0.104 -0.051
H -2.095607 11.322405 -0.867835 -0.313 0.370 0.134
H -3.454160 10.570435 -0.236707 0.010 0.390 0.052
H -1.101441 10.390024 -2.581695 0.017 0.105 -0.493
F 2.944377 -2.444905 -0.860525 -0.196 0.098 0.076
C 2.648085 -3.127835 -1.981264 0.441 -0.267 -0.157
F 3.627840 -2.859823 -2.878433 -0.147 -0.006 -0.123
C 1.295383 -2.715939 -2.567446 -0.498 0.635 0.095
F 1.322726 -1.418685 -2.942819 0.166 -0.001 0.066
F 1.128269 -3.445495 -3.709166 0.132 -0.263 0.126
C 0.040841 -2.965875 -1.706105 -0.569 -0.362 0.039
O -0.488648 -1.858892 -0.979545 0.773 0.278 0.074
C -0.014050 -1.546437 0.279112 -0.450 -0.868 -0.509
F 0.825774 -2.498424 0.731885 0.155 0.189 0.156
F -1.082005 -1.551418 1.110392 0.086 0.237 0.125
C 0.611220 -0.152765 0.318429 0.229 0.608 -0.138
F 1.662103 -0.059432 -0.522012 0.033 -0.279 -0.044
F 1.072259 0.114213 1.566684 -0.117 -0.211 0.174
H 2.670093 -4.198790 -1.761626 -0.104 -0.005 -0.011
H -0.749026 -3.209852 -2.414200 0.063 0.148 -0.077
H 0.141163 -3.851364 -1.078256 0.293 0.101 0.111
H -0.114070 0.608740 0.042963 -0.026 -0.282 0.017
F -2.223263 -4.470621 -4.845569 -0.188 -0.133 -0.056
C -2.368010 -3.200900 -5.267478 0.485 0.214 0.096
F -2.113754 -2.402535 -4.200461 -0.163 0.140 -0.051
C -3.778611 -2.919872 -5.789915 -0.708 -0.329 0.104
F -4.683978 -3.065804 -4.798514 0.149 -0.071 0.098
F -3.802620 -1.605055 -6.147327 0.305 -0.019 -0.125
C -4.249352 -3.714728 -7.025660 -0.199 0.038 -0.629
O -5.087515 -4.846105 -6.806858 0.433 -0.091 0.731
C -4.540523 -6.092774 -6.555750 0.049 0.693 -0.847
F -3.206591 -6.081116 -6.727220 0.037 -0.130 0.239
F -5.039997 -6.929432 -7.491455 -0.091 -0.164 0.194
C -4.945076 -6.623708 -5.178700 -0.234 -0.238 0.381
F -4.516046 -5.806182 -4.198379 0.092 0.127 -0.113
F -4.384896 -7.837455 -4.974665 0.033 0.010 -0.190
H -1.614335 -2.995655 -6.032279 -0.080 0.025 -0.071
H -4.886942 -3.026055 -7.579158 -0.061 0.030 0.157
H -3.426396 -3.947049 -7.701596 0.172 -0.102 0.231
H -6.030752 -6.714336 -5.106442 -0.003 0.019 -0.139
F 2.762278 -0.788049 6.967234 -0.075 -0.218 -0.053
C 2.103773 0.102734 6.202032 0.210 0.490 0.091
F 1.734987 1.123752 7.012140 -0.155 -0.008 -0.107
C 0.858942 -0.505510 5.551799 -0.468 -0.609 0.109
F -0.029190 -0.882187 6.498803 0.142 0.031 0.126
F 0.265300 0.492821 4.840296 0.289 0.114 -0.091
C 1.071323 -1.673300 4.566953 -0.087 -0.161 -0.652
O 0.859537 -2.996337 5.060724 0.231 0.204 0.790
C 1.875581 -3.690437 5.685106 -0.154 0.659 -1.122
F 3.041904 -3.032768 5.580566 0.101 -0.123 0.312
F 2.029327 -4.849608 4.994044 -0.024 -0.263 0.252
C 1.527403 -4.040165 7.133380 -0.157 -0.232 0.415
F 1.316786 -2.930973 7.862339 0.044 0.118 -0.141
F 2.555455 -4.715612 7.699213 0.056 -0.044 -0.191
H 2.787755 0.496875 5.445492 -0.054 -0.054 -0.077
H 0.297446 -1.556104 3.808882 -0.092 0.033 0.132
H 2.012133 -1.588881 4.023620 0.149 0.044 0.247
H 0.628374 -4.659279 7.173406 0.016 -0.019 -0.134
F 6.019389 4.100424 0.797826 0.087 -0.023 -0.230
C 5.097345 5.079433 0.840870 -0.174 0.018 0.520
F 4.099435 4.647157 1.646771 -0.101 0.096 -0.127
C 4.530837 5.400084 -0.544797 -0.028 -0.337 -0.679
F 3.881054 4.327190 -1.051982 0.085 -0.098 0.143
F 3.595177 6.373095 -0.364255 0.552 0.273 0.259
C 5.514377 5.937741 -1.604778 0.136 0.505 -0.416
O 6.020921 5.016532 -2.567330 -0.057 -0.570 0.618
C 7.151664 4.264292 -2.300071 -0.202 1.067 -0.077
F 7.738933 4.659831 -1.156657 0.028 -0.257 0.081
F 8.031846 4.523971 -3.292316 0.017 -0.263 -0.055
C 6.850997 2.763772 -2.311155 -0.067 -0.486 -0.129
F 5.940939 2.445076 -1.372293 -0.021 0.178 0.074
F 7.980241 2.070025 -2.040581 0.088 0.170 -0.039
H 5.543022 5.968234 1.296212 0.001 0.054 -0.102
H 4.930961 6.638161 -2.202155 -0.122 -0.137 0.002
H 6.310244 6.535339 -1.160095 0.058 -0.221 0.213
H 6.467751 2.456520 -3.286379 0.045 0.124 -0.049
F 0.262007 -9.178626 4.655665 0.208 -0.162 0.044
C 0.681718 -8.181177 3.855718 -0.477 0.386 0.006
F -0.271689 -8.011995 2.907228 0.184 0.031 -0.147
C 2.021216 -8.498534 3.187771 0.387 -0.673 -0.121
F 1.899964 -9.571579 2.376042 -0.167 -0.007 0.059
F 2.315408 -7.435578 2.385280 -0.108 0.201 0.210
C 3.242457 -8.699024 4.109104 0.597 0.258 0.172
O 3.635056 -10.035880 4.409771 -0.831 -0.196 -0.066
C 3.068540 -10.716756 5.473206 0.596 0.930 -0.085
F 2.295551 -9.903600 6.214347 -0.199 -0.190 0.007
F 4.088302 -11.107086 6.269532 -0.082 -0.261 -0.017
C 2.320217 -11.969203 5.011553 -0.128 -0.465 -0.126
F 1.315630 -11.653113 4.173357 0.023 0.188 0.005
F 1.780003 -12.598524 6.080195 0.121 0.111 0.100
H 0.744194 -7.259465 4.440875 0.138 0.005 -0.020
H 4.088492 -8.303355 3.547991 -0.071 -0.085 -0.118
H 3.183594 -8.083891 5.007098 -0.286 -0.081 0.047
H 2.998900 -12.654055 4.499079 0.107 0.077 0.054